No. 1
84
Properties=species:S:1:pos:R:3 method="wB97M-V/def2-TZVPD" homo_ev="-7.0 / -7.0" orbital_gap_ev="6.838 / 6.841" spin_multiplicity=3 charge=0 e_lumo_ev="-0.19 / -0.19" e_above_lowest_kj_mol=92.9
Pr -0.77 0.21 0.90
Cl -5.50 2.56 5.84
C -4.76 2.18 4.33
C -3.44 1.77 4.31
C -2.79 1.47 3.11
N -1.46 1.08 3.03
C -0.72 0.87 4.13
O -1.01 0.94 5.32
C 0.72 0.51 3.79
C 1.57 0.17 4.84
C 2.91 -0.06 4.58
C 3.36 0.10 3.28
C 2.45 0.43 2.29
N 1.15 0.62 2.52
C -3.51 1.61 1.89
C -4.85 1.99 1.95
C -5.48 2.28 3.15
Cl -7.13 2.77 3.14
N -2.88 1.33 0.67
C -3.23 2.05 -0.40
O -4.00 3.01 -0.49
C -2.63 1.55 -1.70
C -3.31 1.88 -2.87
C -2.84 1.44 -4.09
C -1.69 0.67 -4.10
C -1.07 0.39 -2.89
N -1.52 0.80 -1.71
H -2.90 1.69 5.24
H 1.14 0.10 5.83
H 3.59 -0.35 5.37
H 4.40 -0.04 3.03
H 2.78 0.55 1.27
H -5.41 2.08 1.03
H -4.20 2.49 -2.77
H -3.36 1.69 -5.00
H -1.28 0.30 -5.03
H -0.17 -0.21 -2.87
Cl -0.28 -6.39 4.59
C -0.10 -4.99 3.60
C -1.16 -4.10 3.47
C -1.00 -2.99 2.66
Cl -2.28 -1.82 2.51
C 0.17 -2.73 1.91
O 0.27 -1.76 1.07
C 1.22 -3.66 2.13
Cl 2.71 -3.34 1.32
C 1.10 -4.76 2.94
H -2.08 -4.26 3.99
H 1.92 -5.44 3.07
I -2.28 -3.81 -4.04
C -2.64 -2.62 -2.37
C -3.78 -1.89 -2.09
N -3.53 -1.26 -0.93
N -2.31 -1.53 -0.46
C -1.76 -2.37 -1.31
H -4.70 -1.81 -2.63
H -4.13 -0.62 -0.42
H -0.79 -2.80 -1.14
C 3.45 -0.09 -4.44
N 3.04 -0.31 -3.07
N 2.53 0.73 -2.31
C 1.74 0.20 -1.30
O 1.13 0.91 -0.47
C 1.79 -1.21 -1.47
C 2.55 -1.47 -2.58
C 2.86 -2.77 -3.22
C 3.18 1.98 -2.28
C 4.56 2.03 -2.47
C 5.20 3.26 -2.46
C 4.48 4.42 -2.23
C 3.12 4.35 -2.01
C 2.46 3.14 -2.03
H 3.66 0.97 -4.58
H 2.67 -0.40 -5.14
H 4.35 -0.66 -4.65
H 1.36 -1.91 -0.79
H 2.56 -3.58 -2.57
H 3.92 -2.85 -3.43
H 2.32 -2.87 -4.17
H 5.13 1.12 -2.61
H 6.27 3.29 -2.62
H 4.99 5.37 -2.23
H 2.56 5.26 -1.83
H 1.40 3.08 -1.85

=====

No. 2
85
Properties=species:S:1:pos:R:3 method="wB97M-V/def2-TZVPD" homo_ev=-1.4 orbital_gap_ev=5.294 charge=-2 e_lumo_ev=3.93 e_above_lowest_kj_mol=0.0
Mo -1.78 0.63 -0.86
C 0.54 -0.75 -4.57
C -0.47 -0.46 -3.64
N -0.29 0.30 -2.58
C 0.95 0.82 -2.37
C 2.03 0.57 -3.24
C 1.78 -0.23 -4.37
C 3.31 1.10 -2.93
C 3.45 1.84 -1.80
C 2.36 2.13 -0.95
C 1.09 1.67 -1.22
N -0.11 1.93 -0.60
C -0.33 3.07 0.12
C 0.57 3.85 0.84
C 0.19 5.08 1.40
C -1.08 5.56 1.29
C -2.06 4.76 0.65
C -3.41 5.14 0.56
C -4.31 4.30 -0.03
C -3.87 3.06 -0.52
N -2.60 2.67 -0.46
C -1.69 3.52 0.11
H 0.31 -1.38 -5.41
H -1.45 -0.89 -3.78
H 2.60 -0.44 -5.05
H 4.15 0.88 -3.58
H 4.43 2.22 -1.52
H 2.58 2.68 -0.05
H 1.56 3.49 1.05
H 0.93 5.65 1.95
H -1.37 6.51 1.73
H -3.72 6.09 0.97
H -5.36 4.54 -0.11
H -4.57 2.37 -0.97
N -4.00 1.09 2.13
C -4.58 0.58 1.00
N -5.88 0.40 0.91
N -6.06 -0.05 -0.36
N -4.94 -0.11 -0.97
N -3.94 0.27 -0.13
C -2.64 1.04 2.34
N -2.09 1.24 3.52
N -0.77 1.11 3.27
N -0.56 0.85 2.04
N -1.75 0.79 1.38
H -4.58 1.16 2.95
Te -2.09 -2.08 -1.32
Te -4.37 -2.76 -2.72
Te -4.11 -0.86 -4.62
Te -3.23 1.32 -3.17
O -0.23 -0.74 -0.20
Si 0.91 -1.65 0.45
C 0.25 -2.52 1.99
C -1.02 -2.22 2.49
C -1.51 -2.85 3.63
C -0.73 -3.79 4.29
C 0.55 -4.09 3.82
C 1.02 -3.45 2.68
C 2.54 -0.85 1.01
C 3.74 -1.56 0.91
C 4.94 -1.05 1.39
C 4.98 0.20 1.99
C 3.80 0.92 2.11
C 2.60 0.41 1.63
C 1.46 -2.99 -0.77
C 0.92 -4.28 -0.72
C 1.26 -5.25 -1.65
C 2.15 -4.94 -2.68
C 2.69 -3.67 -2.75
C 2.35 -2.71 -1.81
H -1.63 -1.49 1.97
H -2.49 -2.61 3.99
H -1.10 -4.28 5.18
H 1.16 -4.81 4.34
H 2.02 -3.69 2.33
H 3.75 -2.54 0.45
H 5.85 -1.64 1.29
H 5.91 0.60 2.36
H 3.80 1.89 2.59
H 1.69 0.97 1.74
H 0.21 -4.53 0.06
H 0.82 -6.23 -1.60
H 2.41 -5.69 -3.42
H 3.38 -3.41 -3.56
H 2.79 -1.72 -1.88

=====

No. 3
80
Properties=species:S:1:pos:R:3 method="wB97M-V/def2-TZVPD" homo_ev=-8.0 orbital_gap_ev=7.090 charge=0 e_lumo_ev=-0.92 e_above_lowest_kj_mol=185.4
Bi 2.41 0.01 -0.12
O -0.14 -3.86 -3.67
C -0.70 -2.70 -3.96
C -1.73 -2.65 -4.92
C -2.38 -1.40 -5.19
C -1.91 -0.19 -4.63
C -0.82 -0.19 -3.74
C -0.25 -1.45 -3.36
C 0.96 -1.40 -2.47
O 1.31 -0.22 -2.04
N 1.43 -2.57 -2.12
N 2.45 -2.40 -1.22
C 3.09 -3.44 -0.83
C 4.18 -3.27 0.15
C 4.76 -4.42 0.73
C 5.65 -4.15 1.77
C 5.97 -2.86 2.21
C 5.24 -1.80 1.58
N 4.37 -1.97 0.62
H 0.67 -3.67 -3.16
H -2.08 -3.56 -5.41
H -3.31 -1.50 -5.73
H -2.46 0.70 -4.80
H -0.47 0.64 -3.16
H 2.89 -4.38 -1.31
H 4.50 -5.38 0.39
H 6.13 -4.93 2.37
H 6.82 -2.72 2.87
H 5.35 -0.80 1.95
O 2.94 0.59 2.23
C 2.12 0.55 3.10
C 0.87 -0.26 3.06
C 0.03 0.03 4.10
C -1.15 -0.72 4.26
C -1.52 -1.69 3.32
C -0.72 -1.86 2.18
C 0.52 -1.20 2.03
O 1.17 -1.42 0.92
N -2.06 -0.41 5.35
O -3.20 -0.85 5.35
O -1.62 0.28 6.27
H 2.18 1.35 3.86
H 0.36 0.71 4.81
H -2.50 -2.18 3.43
H -1.16 -2.50 1.44
O 0.94 1.28 0.34
Si -0.54 1.85 -0.05
C -1.23 2.65 1.46
C -0.52 3.77 2.01
C -0.82 4.30 3.23
C -1.83 3.68 3.97
C -2.51 2.56 3.56
C -2.21 2.05 2.26
C -1.82 0.56 -0.58
C -1.60 -0.81 -0.54
C -2.62 -1.74 -0.63
C -3.88 -1.30 -1.01
C -4.08 0.06 -1.24
C -3.10 0.97 -0.90
C -0.27 2.96 -1.54
C -1.12 3.21 -2.66
C -0.71 3.94 -3.77
C 0.57 4.55 -3.80
C 1.43 4.34 -2.75
C 1.01 3.49 -1.66
H 0.25 4.23 1.41
H -0.39 5.17 3.69
H -2.21 4.16 4.84
H -3.19 2.04 4.24
H -2.82 1.24 1.85
H -0.59 -1.13 -0.44
H -2.44 -2.77 -0.54
H -4.73 -1.94 -1.25
H -5.07 0.45 -1.47
H -3.35 1.99 -1.12
H -2.18 2.78 -2.70
H -1.36 3.98 -4.67
H 0.73 5.27 -4.60
H 2.39 4.90 -2.65
H 1.69 3.39 -0.80